1.
# C6H6AlF6NO8S2

A molecular structure, C6H6AlF6NO8S2 in a non-equilibrium geometry (ωB97M-V with the def2-TZVPD basis set, OMol25).

## Properties
E_HOMO ... -8.6 eV
E_LUMO ... -4.0 eV
Kohn-Sham gap ... 4.56 eV
Spin multiplicity ... 1
Strongest force on any atom ... 0.3020 hartree/bohr
Total charge ... 0

Structure (XYZ):
```
30
Properties=species:S:1:pos:R:3:forces:R:3
Al 1.327078 -0.297582 1.209422 0.5 -0.4 -4.6
C -0.767678 3.134505 1.641922 -1.5 -0.8 -0.3
F -2.055498 3.375629 1.494843 0.3 1.6 -1.9
F 0.015136 4.231764 1.680001 -1.1 -1.7 0.0
F -0.843103 2.457223 2.770262 2.5 -0.6 1.0
S -0.076473 1.931181 0.138498 0.4 2.8 -2.1
O -0.658483 2.371599 -1.130575 0.6 -1.2 2.9
O 1.382519 2.029518 0.227916 -4.3 2.8 2.1
N -0.386576 0.201053 0.620842 3.4 5.5 4.0
S -1.784493 -0.028171 0.207461 -9.8 -0.5 -4.1
O -2.831779 0.955894 0.554275 2.3 -1.5 0.7
O -1.803521 -0.324239 -1.222820 -0.8 2.9 0.7
C -2.270043 -1.653368 1.136755 -2.0 1.9 -0.2
F -2.643455 -1.184417 2.344419 -0.3 -1.1 -0.8
F -3.296272 -2.377703 0.473744 2.0 2.1 2.5
F -1.181946 -2.421464 1.331391 0.0 4.2 15.0
C 3.195828 0.952852 -1.858397 0.9 -0.3 -1.5
C 2.506712 0.491147 -0.618156 0.5 0.2 -5.7
O 1.397056 -0.054963 -0.691841 2.7 2.5 -2.4
O 3.068221 0.754277 0.427694 2.0 -2.5 5.6
H 2.703553 0.563169 -2.749415 -0.2 0.1 0.2
H 4.227010 0.603720 -1.911947 0.0 -0.5 0.3
H 3.376142 2.019457 -1.992384 -0.7 0.2 0.5
C -0.991175 -2.601602 -0.568693 0.0 -2.7 -6.0
C 0.500543 -2.480264 -0.539228 -2.6 -6.3 -6.0
O 1.117163 -3.154257 -1.397705 0.3 1.5 1.8
O 1.013315 -1.698009 0.252205 2.9 -1.5 7.3
H -1.421626 -3.227666 -1.350267 1.0 -0.2 -0.7
H -1.409437 -1.639120 -0.863280 0.8 -2.2 0.0
H -1.408717 -2.930164 0.383057 0.4 -4.4 -8.3
```
Forces are in eV/Å.

=====

2.
# C6H6AsF6O2Sn

A molecular structure, C6H6AsF6O2Sn in a non-equilibrium geometry (ωB97M-V with the def2-TZVPD basis set, OMol25).

## Properties
E_HOMO ... -12.4 eV
E_LUMO ... -9.0 eV
Kohn-Sham gap ... 3.43 eV
Spin multiplicity ... 1
Strongest force on any atom ... 0.0672 hartree/bohr
Total charge ... +1

Structure (XYZ):
```
22
Properties=species:S:1:pos:R:3:forces:R:3
Sn 0.912688 -3.026714 -0.556458 1.5 2.6 0.9
As 4.445970 -1.182011 1.559333 1.7 0.9 2.8
F 3.055936 -1.657611 0.445453 -2.0 -1.1 -1.3
F 3.885879 0.500741 1.474453 0.3 -1.6 -0.6
F 5.693983 -0.733294 2.683302 -0.6 -0.1 -1.1
F 4.846399 -2.865292 1.803460 -0.3 0.4 -1.1
F 5.439671 -1.066563 0.109244 -1.1 0.0 1.2
F 3.324979 -1.442301 2.902964 -0.1 0.3 -1.0
C -3.284321 0.001419 -1.313769 -0.5 -0.3 -0.2
C -1.990244 -0.425671 -1.513473 -0.1 1.0 0.5
C -0.979249 0.389192 -0.991076 -1.1 -1.3 -0.4
C -1.272029 1.592286 -0.385100 0.5 0.5 0.3
C -2.589270 2.045202 -0.194214 0.6 -1.7 -0.3
C -3.588786 1.156347 -0.598531 -0.1 1.1 0.2
O -4.906578 1.445589 -0.405309 -0.1 -0.4 -0.2
O 0.287503 -0.200164 -1.043088 0.7 -0.5 0.1
H -4.123666 -0.540001 -1.729597 0.0 -0.1 0.1
H -1.812219 -1.325668 -2.088442 0.2 0.0 0.0
H -0.428622 2.180767 -0.043280 -0.1 0.2 0.2
H -2.813937 2.959262 0.333880 0.1 0.1 -0.1
H -5.082067 1.720621 0.500509 0.1 0.2 0.0
H 0.977981 0.473856 -0.950266 0.2 -0.2 0.2
```
Forces are in eV/Å.

=====

3.
# C6H6Br2N2

A molecular structure, C6H6Br2N2 in a non-equilibrium geometry (ωB97M-V with the def2-TZVPD basis set, OMol25).

## Properties
E_HOMO (alpha / beta) ... -5.4 / -9.5 eV
E_LUMO (alpha / beta) ... 0.5 / -2.9 eV
Kohn-Sham gap (alpha / beta) ... 5.91 / 6.56 eV
Spin multiplicity ... 3
Strongest force on any atom ... 0.1614 hartree/bohr
Total charge ... 0

Structure (XYZ):
```
16
Properties=species:S:1:pos:R:3:forces:R:3
C 0.171421 -0.571451 1.091075 2.7 6.0 -0.6
C -0.260622 -1.688481 0.944567 -2.1 -3.5 0.0
C -0.624695 0.506581 -1.762532 -1.7 -1.0 -0.9
C 0.760332 1.411474 -0.005211 0.8 2.8 -6.3
C -1.000491 -2.953188 1.026637 2.2 -0.6 -0.9
C 1.449685 2.754856 0.078906 -2.2 -2.6 1.1
N 0.646920 0.645617 0.987714 -3.0 -6.1 4.8
N 0.409720 1.011152 -1.305405 1.4 1.3 2.2
Br -0.626560 -0.422575 -3.427920 0.1 0.2 0.2
Br -2.390904 0.456390 -0.937740 0.4 -0.1 0.3
H -0.151361 -3.694218 1.191509 -1.4 0.4 0.2
H -1.456164 -3.285449 0.087919 0.3 0.4 -0.2
H -1.783402 -2.999954 1.746038 -0.3 0.1 0.9
H 1.775065 2.770472 1.092676 -0.5 1.4 1.1
H 2.326899 2.644355 -0.405144 2.9 0.1 -2.4
H 0.754157 3.414419 -0.403090 0.2 1.2 0.5
```
Forces are in eV/Å.

=====

4.
# C6H6Br2S

2 unconnected molecules or ions with the total composition C6H6Br2S in a non-equilibrium geometry (ωB97M-V with the def2-TZVPD basis set, OMol25).

## Properties
E_HOMO (alpha / beta) ... -8.9 / -8.3 eV
E_LUMO (alpha / beta) ... -0.1 / -0.8 eV
Kohn-Sham gap (alpha / beta) ... 8.74 / 7.50 eV
Spin multiplicity ... 1
Strongest force on any atom ... 0.0723 hartree/bohr
Total charge ... 0

Structure (XYZ):
```
15
Properties=species:S:1:pos:R:3:forces:R:3
C -1.152094 1.831937 -1.541220 0.4 0.2 -0.6
C -2.320311 2.569666 -1.574419 1.2 0.3 0.2
C -1.118060 0.987129 -0.424511 2.6 -0.7 -0.4
C -2.088423 1.177626 0.437922 -1.0 -1.3 1.8
C 1.874135 -0.889278 -0.940655 1.0 2.6 2.4
C 0.879247 -0.597545 0.126141 1.9 3.2 0.4
S -3.258122 2.265297 -0.168067 -0.4 0.4 0.1
Br -2.244908 0.129136 2.062970 -0.3 0.7 -0.8
Br 1.476694 0.099636 1.784846 0.0 -0.3 -0.5
H -0.237138 1.878558 -2.155178 -1.0 0.4 -0.2
H -2.492299 3.484496 -2.137045 -0.2 -0.5 -0.1
H 2.843229 -0.291790 -0.794905 -1.5 -0.9 -0.4
H 1.416796 -0.714863 -1.850403 -0.7 0.4 -2.1
H 2.049751 -1.900821 -0.843415 0.9 -2.4 0.0
H -0.036874 -0.990376 0.210803 -2.8 -2.1 0.2
```
Forces are in eV/Å.

=====

5.
# C6H6BrFN

A gas-phase ion, C6H6BrFN (charge +1) in a non-equilibrium geometry (ωB97M-V with the def2-TZVPD basis set, OMol25).

## Properties
E_HOMO ... -14.9 eV
E_LUMO ... -4.4 eV
SMILES ... F[C@@H](Br)[n+]1ccccc1
Kohn-Sham gap ... 10.45 eV
Spin multiplicity ... 1
Strongest force on any atom ... 0.0742 hartree/bohr
Total charge ... +1

Structure (XYZ):
```
15
Properties=species:S:1:pos:R:3:forces:R:3
F -1.241381 2.396127 -0.948895 -0.1 0.9 -0.8
C -0.675357 1.475571 -1.686656 1.2 -2.4 2.6
Br 1.106458 1.822816 -2.320990 -1.0 0.2 0.0
N -0.371682 0.297360 -0.385541 0.3 1.3 -3.6
C -0.285113 -0.998490 -0.658178 -0.1 -1.3 -1.3
C 0.165291 -1.878709 0.321631 -0.5 0.7 0.2
C 0.568606 -1.288608 1.523291 0.0 -0.7 -0.3
C 0.604454 0.074734 1.721708 -0.8 0.1 -1.8
C 0.147445 0.871530 0.665049 -0.5 -0.1 2.2
H -1.347259 0.999309 -2.397759 0.1 0.0 0.0
H -0.510698 -1.234605 -1.729446 -0.1 -0.3 1.3
H 0.129818 -2.972542 0.298500 0.1 0.6 -0.7
H 0.862128 -1.981647 2.283388 0.2 0.0 0.6
H 0.871632 0.483306 2.645173 0.6 0.7 1.1
H -0.024342 1.933846 0.668724 0.5 0.2 0.6
```
Forces are in eV/Å.

=====

6.
# C6H6BrN2O

A molecular structure, C6H6BrN2O in a non-equilibrium geometry (ωB97M-V with the def2-TZVPD basis set, OMol25).

## Properties
E_HOMO ... -14.2 eV
E_LUMO ... -7.3 eV
Kohn-Sham gap ... 6.94 eV
Spin multiplicity ... 1
Strongest force on any atom ... 0.0697 hartree/bohr
Total charge ... +1

Structure (XYZ):
```
16
Properties=species:S:1:pos:R:3:forces:R:3
C -2.226485 0.126557 0.083280 0.3 1.2 0.3
C -1.538003 0.808050 -0.884228 1.1 -0.4 -0.9
C -1.549268 -0.627408 1.051358 2.1 0.6 -1.2
C -0.015111 0.632006 -1.027789 -1.2 0.0 0.7
C -0.128009 -0.819698 1.003351 -1.6 -1.5 0.6
C 0.562704 -0.257959 0.008176 1.1 0.4 -1.7
N 2.807010 0.230334 -0.574678 1.0 1.0 -1.2
N 2.067125 -0.546484 0.001283 -3.0 -0.4 2.0
O 2.309857 -1.426368 0.813502 1.2 -1.0 0.2
Br 0.743126 2.359622 -0.246428 -0.8 -0.3 -0.9
H -3.251056 0.404178 0.214485 -0.6 -0.5 0.0
H -2.092732 1.404608 -1.659976 0.9 -0.4 1.0
H -2.026606 -1.071154 1.876785 -0.9 -0.5 0.8
H 0.262586 0.352509 -2.077987 0.2 0.8 0.9
H 0.328950 -1.592049 1.647691 -0.1 1.0 -0.2
H 3.745914 0.023258 -0.228825 0.3 -0.1 -0.4
```
Forces are in eV/Å.

=====

7.
# C6H6Cl2

A molecular structure, C6H6Cl2 in a non-equilibrium geometry (ωB97M-V with the def2-TZVPD basis set, OMol25).

## Properties
E_HOMO ... -9.8 eV
E_LUMO ... 0.8 eV
Kohn-Sham gap ... 10.63 eV
Spin multiplicity ... 1
Strongest force on any atom ... 0.0504 hartree/bohr
Total charge ... 0

Structure (XYZ):
```
14
Properties=species:S:1:pos:R:3:forces:R:3
C -2.399476 -1.092431 0.596408 0.2 0.7 0.0
C -1.341790 -0.533203 0.549482 2.3 -0.7 0.0
C 0.787243 1.058548 0.713902 0.0 1.1 2.4
C 0.030754 -0.094261 0.189057 0.0 -2.0 -1.4
C -0.037408 1.237782 -0.475186 -0.1 0.8 -1.3
C 1.079151 -1.132379 -0.386946 -1.1 -0.2 2.1
Cl 0.600803 1.573576 -2.062097 1.1 -0.4 -0.4
Cl -1.556935 2.073311 -0.463139 -0.6 0.5 0.8
H -3.424424 -1.291361 0.533156 -0.7 -0.5 0.2
H 0.525460 1.480815 1.678928 -0.3 0.4 -0.3
H 1.854320 0.957279 0.617382 0.1 0.1 -0.3
H 1.951036 -0.667105 -0.860597 -0.2 0.0 0.6
H 0.621332 -1.733685 -1.112495 -0.7 -0.9 -1.2
H 1.309933 -1.836886 0.482145 0.2 1.1 -1.2
```
Forces are in eV/Å.

=====

8.
# C6H6Cl2N2O2

A single C6H6Cl2N2O2 molecule in a non-equilibrium geometry (ωB97M-V with the def2-TZVPD basis set, OMol25).

## Properties
E_HOMO (alpha / beta) ... -8.7 / -8.7 eV
E_LUMO (alpha / beta) ... 0.1 / 0.1 eV
SMILES ... [O-]/[N+]1=C(\Cl)C/C=C\C(=C/Cl)NO1
Kohn-Sham gap (alpha / beta) ... 8.76 / 8.76 eV
Spin multiplicity ... 1
Strongest force on any atom ... 0.0873 hartree/bohr
Total charge ... 0

Structure (XYZ):
```
18
Properties=species:S:1:pos:R:3:forces:R:3
O -1.015357 1.007082 -2.330694 -1.0 -1.0 -0.6
N -0.188423 0.307616 -1.737932 2.2 2.0 2.1
C 0.666496 0.800924 -0.855601 -0.3 0.6 -0.9
Cl 0.802583 2.566798 -0.689528 -0.3 -1.5 -0.5
C 1.722665 0.010799 -0.165622 0.2 0.1 -0.3
C 1.354143 -0.918205 0.948163 0.6 1.6 -1.3
C 0.163167 -1.065999 1.400838 -3.4 -0.7 1.2
C -0.950243 -0.401962 0.672348 -1.4 1.6 0.7
C -1.539886 0.863157 0.727297 1.5 -4.2 0.6
Cl -1.761980 1.899328 2.013241 0.4 0.6 0.9
N -1.338978 -1.191273 -0.460174 1.0 0.2 2.8
O -0.350367 -1.121265 -1.385337 0.2 0.0 -2.6
H 2.352161 0.796238 0.240619 0.8 -0.3 -0.1
H 2.192594 -0.566377 -0.971896 0.5 0.2 0.4
H 2.124727 -1.408631 1.417922 1.9 -1.2 0.7
H -0.087526 -1.870916 2.116095 0.2 0.7 -0.2
H -1.937861 1.162551 -0.184522 -1.3 0.7 -1.3
H -2.207915 -0.869866 -0.755218 -1.8 0.6 -1.6
```
Forces are in eV/Å.

=====

9.
# C6H6Cl3N4

2 unconnected molecules or ions with the total composition C6H6Cl3N4 in a non-equilibrium geometry (ωB97M-V with the def2-TZVPD basis set, OMol25).

## Properties
E_HOMO (alpha / beta) ... -12.6 / -12.6 eV
E_LUMO (alpha / beta) ... -5.2 / -5.2 eV
Kohn-Sham gap (alpha / beta) ... 7.47 / 7.47 eV
Spin multiplicity ... 1
Strongest force on any atom ... 0.0539 hartree/bohr
Total charge ... +1

Structure (XYZ):
```
19
Properties=species:S:1:pos:R:3:forces:R:3
C -2.418723 -2.360133 -1.751899 1.0 0.7 1.0
C -1.752547 -0.268460 1.078963 1.7 -0.9 1.0
C 0.215786 -0.155579 -0.409716 -0.8 -1.1 -1.3
C -0.186383 -0.140454 1.024103 0.1 1.0 -0.1
C -1.890592 -1.295865 -0.970299 -0.8 2.5 -0.8
C -3.052179 0.396538 -2.007300 0.5 -0.5 1.4
N -2.757865 -3.218529 -2.415071 -0.6 -1.1 -1.0
N -2.377266 -1.013095 0.253549 -0.6 0.3 0.9
N -0.600652 -0.787378 -1.287588 2.3 1.0 0.8
N 1.395279 0.320621 -0.844610 -1.2 -0.7 -0.3
Cl -4.646646 -0.222540 -2.127294 0.4 0.3 0.0
Cl -2.835051 1.663847 -0.780436 -0.1 -0.7 -1.3
Cl -2.239613 0.690583 -3.516237 -0.2 -0.1 0.5
H -2.205962 0.094980 2.020680 -0.1 -0.3 -0.8
H 0.235492 0.793545 1.510041 -0.7 -1.0 -0.4
H 0.367526 -1.000166 1.490953 -0.8 0.6 -0.1
H -0.332127 -0.575780 -2.243452 -0.5 -0.6 -0.3
H 1.716306 1.178537 -0.477903 0.6 0.8 0.9
H 1.724498 0.148722 -1.784924 -0.2 -0.1 -0.1
```
Forces are in eV/Å.

=====

10.
# C6H6ClFO6S

A molecular structure, C6H6ClFO6S (ωB97M-V with the def2-TZVPD basis set, OMol25).

## Properties
E_HOMO ... -11.6 eV
E_LUMO ... 0.2 eV
Kohn-Sham gap ... 11.80 eV
Spin multiplicity ... 1
Strongest force on any atom ... 0.0187 hartree/bohr
Total charge ... 0

Structure (XYZ):
```
21
Properties=species:S:1:pos:R:3:forces:R:3
O 2.359766 -2.316840 1.479672 -0.2 -0.6 0.6
C 2.482664 -1.715587 0.482106 0.1 0.9 -0.2
F 3.668294 -1.653617 -0.146912 0.2 -0.2 -0.3
C 1.493594 -0.809885 -0.200198 -0.1 -0.2 -0.3
C 0.140947 -0.821953 0.498963 0.0 -0.1 0.1
O -0.603211 -1.949567 -0.024756 0.2 0.0 0.2
S -1.894256 -1.495161 -0.833531 -0.4 0.2 0.0
O -3.029137 -1.568284 0.019978 0.2 -0.1 -0.2
O -1.884695 -2.090578 -2.117154 0.0 0.0 0.1
O -1.454510 0.036562 -0.974604 0.0 -0.1 -0.1
C -0.783900 0.388023 0.242239 0.1 0.1 0.2
C -0.100777 1.726796 0.065748 0.2 -0.2 0.1
C -1.063621 2.887055 0.173152 -0.4 -0.1 -0.4
O -2.243847 2.821655 0.253233 0.5 0.0 0.2
Cl -0.226650 4.448198 0.047457 0.0 0.0 0.1
H 1.377321 -1.158208 -1.231411 0.0 0.1 0.0
H 1.946878 0.182674 -0.253418 0.0 -0.1 0.1
H 0.263868 -0.996009 1.569333 0.0 0.1 -0.1
H -1.524397 0.452273 1.046550 0.0 -0.1 -0.1
H 0.389398 1.777513 -0.912633 -0.1 0.1 0.1
H 0.686270 1.854938 0.816187 -0.1 0.0 0.0
```
Forces are in eV/Å.

=====

11.
# C6H6ClN3

A single C6H6ClN3 molecule in a non-equilibrium geometry (ωB97M-V with the def2-TZVPD basis set, OMol25).

## Properties
E_HOMO ... -8.4 eV
E_LUMO ... -0.2 eV
SMILES ... C=Cn1ncc(Cl)c1N=C
Kohn-Sham gap ... 8.21 eV
Spin multiplicity ... 1
Strongest force on any atom ... 0.1140 hartree/bohr
Total charge ... 0

Structure (XYZ):
```
16
Properties=species:S:1:pos:R:3:forces:R:3
C -2.377466 1.236771 -0.080683 0.1 -0.1 0.0
C -1.354205 0.394999 0.008909 -0.9 0.1 0.0
N -0.044430 0.799478 -0.038662 5.1 -3.0 0.0
N 0.389145 2.030586 -0.014120 -0.5 0.7 0.1
C 1.697676 2.043345 -0.005569 -0.1 -0.5 0.0
C 2.251446 0.738726 -0.004641 -0.4 -0.4 0.0
Cl 3.933961 0.415339 -0.004723 0.0 -0.1 0.0
C 1.241553 -0.189593 -0.020669 -3.3 4.0 0.0
N 0.972564 -1.491759 -0.126328 -0.2 -0.9 0.0
C 1.824455 -2.422961 -0.003539 0.1 0.0 0.0
H -3.384355 0.872074 -0.025499 -0.2 -0.1 0.0
H -2.222246 2.294988 -0.207844 0.0 0.1 0.0
H -1.458694 -0.672879 0.132144 0.0 0.0 -0.1
H 2.236398 2.967622 0.030265 0.1 0.2 0.0
H 1.469005 -3.434057 -0.142624 0.0 -0.2 0.0
H 2.877707 -2.287027 0.235492 0.0 0.2 0.0
```
Forces are in eV/Å.

=====

12.
# C6H6ClO3S

A gas-phase ion, C6H6ClO3S (charge -1) in a non-equilibrium geometry (ωB97M-V with the def2-TZVPD basis set, OMol25).

## Properties
E_HOMO ... -5.0 eV
E_LUMO ... 3.5 eV
SMILES ... C=C/C=C\C=C(\Cl)S(=O)(=O)[O-]
Kohn-Sham gap ... 8.54 eV
Spin multiplicity ... 1
Strongest force on any atom ... 0.0757 hartree/bohr
Total charge ... -1

Structure (XYZ):
```
17
Properties=species:S:1:pos:R:3:forces:R:3
C 0.877531 0.201995 1.665254 -1.2 -1.2 2.0
C 1.725973 -0.324178 0.751658 0.1 2.0 3.3
C 1.492248 -0.635653 -0.595658 0.8 -0.5 -1.0
C 0.747873 0.002944 -1.467144 -0.6 1.4 -2.6
C -0.229498 1.084171 -1.225427 1.8 -0.2 -0.4
C -1.160874 0.891599 -0.330632 -1.5 -1.6 1.3
Cl -2.256964 2.052891 0.244958 -0.4 1.2 0.0
S -1.870464 -0.807493 0.175694 -1.4 0.5 -1.3
O -2.403410 -0.710206 1.554143 1.2 0.0 -1.5
O -2.934045 -0.800464 -0.863378 1.0 -0.4 1.3
O -0.786914 -1.753478 -0.057200 -1.1 0.0 0.6
H -0.251284 0.033779 1.640752 2.0 0.6 0.0
H 1.209080 0.494574 2.746760 -0.2 -0.4 -2.3
H 2.771979 -0.233694 1.094941 -0.2 -0.5 -0.6
H 2.131860 -1.356390 -1.049682 0.7 -0.6 -0.1
H 0.974766 -0.178982 -2.548137 -0.4 -0.1 0.9
H -0.037850 2.038585 -1.736903 -0.4 -0.3 0.3
```
Forces are in eV/Å.